Record 1
A molecular structure, C36H84O36S6 at a distorted geometry, computed with ωB97M-V with the def2-TZVPD basis set.

```
162
Properties=species:S:1:pos:R:3:forces:R:3
C 0.038 17.529 17.969 0.1 -1.7 -1.0
O -0.944 16.614 18.454 0.5 0.3 -0.3
C -1.537 15.911 17.395 -0.2 -0.6 -0.9
C -0.728 14.718 16.807 -1.4 -0.3 0.5
O -0.763 13.621 17.722 0.7 -0.9 -0.4
C -0.293 12.327 17.206 -1.3 1.2 -0.4
H 0.253 18.190 18.741 0.6 1.1 1.5
H -0.385 18.105 17.153 0.0 0.1 -0.4
H 0.968 16.994 17.633 -0.7 0.5 0.2
H -1.696 16.573 16.517 0.1 0.0 0.4
H -2.537 15.616 17.738 0.5 -0.3 0.0
H 0.284 15.032 16.561 0.3 -0.1 0.0
H -1.268 14.413 15.888 0.4 0.2 0.1
H -0.252 11.656 18.032 0.4 -0.2 0.9
H 0.659 12.427 16.708 0.3 0.0 -0.1
H -1.020 11.822 16.533 0.1 0.8 0.0
C -5.641 14.360 23.211 -0.6 -0.5 -0.6
O -5.922 15.590 22.543 -1.3 0.0 1.5
C -5.014 15.959 21.551 2.0 -1.2 1.5
C -5.457 17.052 20.680 -2.1 -0.5 -1.1
O -4.964 18.262 21.074 1.1 2.3 -1.1
C -5.372 19.318 20.102 1.4 -1.2 2.6
H -6.104 14.188 24.206 0.0 1.0 -0.5
H -4.594 14.117 23.326 0.6 0.4 -0.1
H -6.065 13.587 22.577 0.0 -0.6 -0.2
H -4.715 15.111 20.959 -0.2 -0.7 -0.5
H -4.085 16.205 22.106 0.0 0.5 -0.5
H -6.555 17.117 20.666 -0.3 -0.3 0.4
H -5.299 16.763 19.627 0.9 0.4 0.0
H -5.012 20.237 20.566 -0.4 0.1 -0.2
H -6.422 19.185 20.103 -1.3 0.7 -0.6
H -4.902 19.193 19.144 0.1 -0.3 -0.5
C -7.404 12.854 27.397 0.7 2.1 0.6
O -6.414 13.848 26.964 -1.5 -1.4 -0.4
C -6.677 15.056 27.598 -0.1 0.6 0.7
C -5.815 16.145 26.998 -0.3 0.0 0.9
O -4.444 15.808 27.069 -0.9 0.3 0.1
C -3.709 16.807 26.399 -0.5 -0.2 -0.2
H -7.040 11.905 27.105 0.2 -0.9 -0.4
H -8.422 13.079 27.048 0.3 0.0 -0.4
H -7.444 12.944 28.491 0.0 -0.4 0.0
H -6.518 14.884 28.687 0.1 0.6 -0.4
H -7.724 15.417 27.467 0.3 -0.4 0.0
H -6.026 17.099 27.549 0.2 -0.5 -0.3
H -6.116 16.285 25.959 0.0 0.0 -0.2
H -2.697 16.533 26.562 1.1 -0.1 -0.3
H -3.879 17.757 26.892 -0.1 0.5 -0.1
H -3.991 16.830 25.322 0.3 0.2 0.7
C 8.972 14.935 23.621 1.2 0.7 0.5
O 8.611 13.719 24.171 -1.6 -0.4 0.4
C 7.550 13.905 25.104 -0.6 -0.1 0.2
C 6.437 12.884 24.959 -0.7 1.0 1.5
O 5.493 13.200 24.005 -0.8 0.9 -1.5
C 5.766 12.764 22.692 0.3 -1.0 0.1
H 9.799 14.707 22.978 0.5 0.2 -0.6
H 9.342 15.587 24.432 -0.1 0.2 -0.4
H 8.197 15.460 23.066 -0.3 -0.1 -0.1
H 7.079 14.915 25.067 0.4 -0.5 -0.4
H 7.920 13.823 26.116 0.5 -0.1 0.5
H 5.790 12.943 25.854 0.8 -0.2 0.3
H 6.789 11.879 24.862 0.5 -0.8 -0.1
H 6.814 12.460 22.611 0.0 0.3 -0.2
H 5.516 13.489 21.916 0.0 0.2 0.3
H 5.171 11.861 22.533 -0.1 -0.1 -0.3
C -5.128 10.695 16.513 -0.1 -0.8 -0.2
O -4.531 11.940 16.612 0.9 0.1 0.3
C -5.382 13.002 16.891 -1.2 0.4 -1.0
C -4.626 14.201 17.331 0.7 0.4 0.3
O -4.200 14.216 18.669 0.0 -0.2 0.7
C -3.590 13.010 19.114 0.9 0.3 0.9
H -5.813 10.461 17.327 -0.7 0.5 0.0
H -4.371 9.961 16.700 0.8 -0.4 -0.3
H -5.558 10.510 15.512 -0.2 0.1 0.4
H -6.171 12.704 17.605 0.1 0.2 -0.3
H -5.805 13.366 15.926 -0.5 -0.5 0.4
H -5.254 15.108 17.234 0.4 -0.4 -0.3
H -3.735 14.222 16.674 -0.3 0.4 0.0
H -2.726 12.744 18.480 -0.6 -0.1 0.2
H -4.316 12.203 19.218 0.0 -0.1 -0.3
H -3.178 13.190 20.143 -0.5 0.1 -0.9
C 2.060 7.892 27.315 -0.7 0.7 0.6
O 2.405 9.198 26.837 0.8 -1.6 -0.1
C 1.303 9.900 26.351 1.3 1.4 -0.6
C 1.757 11.305 25.756 -1.6 -1.0 0.4
O 2.264 11.391 24.413 -0.2 -0.2 1.7
C 1.345 10.788 23.574 -1.5 -0.7 -0.5
H 1.512 7.245 26.619 0.1 0.4 -0.5
H 1.395 7.993 28.192 0.2 0.0 -0.1
H 2.939 7.353 27.632 0.5 0.2 0.0
H 0.683 10.164 27.210 -0.6 -0.1 -0.2
H 0.789 9.300 25.595 -0.4 0.2 0.2
H 2.401 11.818 26.445 0.7 0.0 0.1
H 0.788 11.828 25.802 0.2 0.3 -0.3
H 1.432 11.237 22.611 0.4 0.1 -0.9
H 0.266 10.951 23.807 0.7 0.2 0.4
H 1.458 9.695 23.534 0.2 0.1 -0.2
C -2.108 12.826 26.968 0.0 -1.6 0.5
C -3.337 13.080 26.135 1.0 1.0 -1.4
O -4.120 11.867 26.057 0.9 -0.7 1.0
S -3.197 10.663 26.651 1.0 1.7 -0.5
O -3.153 9.640 25.668 -0.2 -0.4 0.4
O -3.547 10.488 28.014 -0.3 -0.7 0.0
O -1.755 11.428 26.635 -1.3 -0.1 -0.6
H -2.387 12.734 28.004 0.0 0.6 0.6
H -1.219 13.446 26.846 -0.4 0.0 -0.4
H -3.031 13.234 25.095 -0.1 0.3 0.3
H -3.839 13.963 26.516 -0.7 -0.4 0.0
C 2.348 14.474 24.896 0.8 -2.0 -1.0
C 2.837 15.860 24.665 0.7 0.2 -0.1
O 2.080 16.686 25.553 0.6 0.6 -0.4
S 1.390 15.839 26.658 1.2 -1.7 0.7
O 0.008 15.814 26.329 -0.6 -0.1 0.5
O 1.922 16.200 27.928 -0.8 -0.1 -0.2
O 2.071 14.360 26.264 -1.4 2.4 1.4
H 3.158 13.780 24.762 0.4 -0.3 -0.5
H 1.528 14.095 24.279 -0.1 0.6 0.2
H 2.656 16.185 23.675 -0.4 0.4 -1.1
H 3.917 15.960 24.827 -0.3 0.1 0.5
C 3.263 11.063 20.413 1.9 0.1 1.5
C 1.891 11.070 20.004 -3.0 -1.2 -1.9
O 1.443 12.428 20.096 0.8 0.3 0.2
S 2.674 13.310 19.507 -0.8 -3.1 3.2
O 2.660 14.520 20.178 0.5 2.4 1.4
O 2.626 13.250 18.146 0.1 0.0 -4.9
O 3.836 12.332 20.023 -0.2 0.3 -0.2
H 3.841 10.211 20.079 0.2 0.2 -0.5
H 3.247 11.022 21.479 0.6 0.2 1.0
H 1.244 10.403 20.609 0.4 0.6 -0.3
H 1.809 10.760 18.952 -0.3 0.0 0.1
C -4.213 9.886 21.869 0.4 0.4 1.0
C -3.372 10.880 22.701 -1.0 1.0 -1.1
O -2.005 10.590 22.377 0.6 -0.6 -0.3
S -1.829 9.874 20.933 -5.1 1.0 3.1
O -1.286 8.614 21.153 1.0 -2.0 0.0
O -1.311 10.752 19.998 1.3 1.7 -1.9
O -3.489 9.797 20.659 2.0 0.0 -1.0
H -5.211 10.317 21.691 0.4 -0.4 -0.1
H -4.253 8.884 22.291 -0.3 0.0 0.3
H -3.593 10.940 23.770 0.6 -0.6 -0.2
H -3.577 11.883 22.279 0.1 -0.3 0.2
C -1.705 18.856 23.009 -1.5 0.1 0.0
C -0.951 18.317 21.809 -0.6 1.3 1.0
O -1.007 19.414 20.880 -0.1 0.5 1.3
S -0.684 20.742 21.805 -1.8 -1.1 -1.6
O -1.562 21.760 21.301 1.1 -0.4 0.9
O 0.722 20.783 21.780 1.1 1.2 0.6
O -1.172 20.186 23.254 0.3 0.1 -1.3
H -1.602 18.225 23.893 0.2 0.3 0.0
H -2.801 18.976 22.745 1.2 -0.2 0.3
H -1.606 17.565 21.460 0.1 -1.3 -0.9
H 0.071 18.088 22.121 -0.1 -0.4 -0.6
C 0.231 15.070 21.647 -0.4 1.0 -1.0
C -1.116 14.667 20.956 0.7 -1.0 0.5
O -2.005 14.210 22.013 1.4 1.3 1.8
S -1.376 14.723 23.495 2.0 -4.4 -3.1
O -0.794 13.493 24.050 -0.9 2.6 -0.4
O -2.401 15.433 24.109 -0.9 1.4 1.4
O -0.202 15.678 22.915 -0.8 -1.5 0.5
H 0.738 15.899 21.149 -0.3 -0.1 -0.2
H 1.023 14.283 21.676 -1.2 0.3 0.9
H -0.918 13.796 20.350 0.0 -0.1 -0.5
H -1.660 15.407 20.379 0.4 0.4 0.1
```
Positions in Å, forces in eV/Å.

Output
highest occupied orbital energy = -9.3310 eV
calculated total energy = -177400.2931 eV
multiplicity = 1



Record 2
9 unconnected molecules or ions with the total composition C36H86Cl6N2O18P4 at a distorted geometry, computed with ωB97M-V with the def2-TZVPD basis set.

```
152
Properties=species:S:1:pos:R:3:forces:R:3
C -10.021 2.410 4.968 -0.7 1.1 0.0
C -9.720 3.427 3.838 -0.1 -2.0 0.4
O -10.371 4.632 4.250 -0.2 0.9 -0.5
P -9.547 5.979 4.104 -0.4 2.0 -0.7
O -8.244 5.921 4.780 -0.3 0.3 -0.7
O -10.519 7.161 4.745 2.5 -2.2 -0.9
C -11.745 7.431 4.127 -1.5 -0.3 -0.9
C -12.848 6.652 4.833 -1.1 0.7 0.6
O -9.549 6.319 2.425 -0.8 -0.4 3.5
C -8.316 6.610 1.810 1.3 -0.6 -0.4
C -7.653 5.272 1.428 -0.1 1.1 0.3
H -9.536 1.434 4.984 0.5 0.4 -0.3
H -9.799 3.038 5.831 0.3 -0.7 0.5
H -11.088 2.207 5.050 -0.1 0.1 -0.3
H -8.635 3.516 3.779 -0.1 0.4 -0.1
H -10.132 3.123 2.875 0.1 0.1 0.0
H -11.856 8.515 4.106 -0.3 0.0 0.6
H -11.769 7.193 3.064 0.4 -0.4 -0.1
H -13.105 7.130 5.778 0.4 -0.1 0.3
H -13.820 6.676 4.341 0.2 0.1 -0.6
H -12.648 5.598 5.025 0.5 0.2 -0.2
H -8.492 7.289 0.976 -0.3 -0.3 -0.2
H -7.612 7.144 2.448 -0.2 0.1 0.4
H -6.856 5.487 0.716 0.0 -0.4 -0.2
H -7.213 4.877 2.344 0.1 -0.2 -0.1
H -8.413 4.576 1.073 0.2 0.0 -0.3
C -4.339 -1.267 2.715 0.3 -1.9 -1.0
C -4.804 -2.595 3.344 0.6 1.1 1.4
O -6.134 -2.934 2.936 -0.1 -0.8 -1.1
P -6.438 -4.366 2.258 -2.0 -1.1 1.6
O -5.881 -5.487 3.075 -0.7 1.5 -1.5
O -8.113 -4.426 2.169 3.6 0.3 0.4
C -8.995 -3.442 1.631 -1.1 -1.5 -1.5
C -9.410 -3.872 0.185 0.5 0.2 0.0
O -5.999 -4.309 0.719 -1.4 1.0 0.8
C -4.630 -4.285 0.449 2.6 -2.1 -0.8
C -4.220 -5.739 0.048 0.2 1.3 0.3
H -5.154 -0.551 2.608 0.4 0.3 0.6
H -3.369 -1.013 3.142 -0.5 0.8 0.6
H -4.005 -1.498 1.704 -0.3 0.0 -0.4
H -4.037 -3.368 3.297 -0.3 -0.4 -1.0
H -4.812 -2.514 4.431 -0.6 0.5 0.2
H -9.858 -3.541 2.290 0.0 0.6 0.0
H -8.623 -2.419 1.574 0.3 -0.1 0.4
H -10.124 -3.166 -0.237 0.2 0.3 -0.1
H -8.515 -3.948 -0.433 0.1 0.6 -0.1
H -9.839 -4.854 -0.017 -0.3 -0.2 1.1
H -4.298 -3.635 -0.360 -1.0 0.4 -0.1
H -4.000 -3.991 1.288 -0.3 0.0 0.3
H -3.162 -5.748 -0.213 0.1 -0.1 0.1
H -4.389 -6.375 0.917 -0.1 -0.2 -0.3
H -4.768 -6.023 -0.850 -0.2 -0.2 0.3
C 3.170 2.595 -6.501 -1.4 0.0 1.5
C 3.633 2.492 -5.034 0.8 1.2 -0.3
O 4.057 1.173 -4.757 2.8 -1.7 0.7
P 5.686 0.811 -4.790 -1.1 1.3 1.1
O 6.373 1.465 -5.923 -0.2 -0.8 0.7
O 6.179 1.316 -3.297 -2.5 -0.8 -2.4
C 7.494 1.133 -2.880 0.9 0.4 0.5
C 7.634 1.859 -1.532 0.4 -0.6 -1.2
O 5.800 -0.801 -4.676 -0.4 2.1 1.3
C 5.771 -1.516 -5.877 0.3 -0.9 -1.4
C 4.396 -1.819 -6.375 -0.8 1.3 0.2
H 3.812 2.376 -7.354 0.5 0.1 0.7
H 2.360 1.866 -6.472 -0.2 -0.1 -0.7
H 2.697 3.571 -6.611 0.1 0.1 -0.3
H 4.326 3.273 -4.722 1.1 -0.3 -0.6
H 2.910 2.744 -4.258 -1.1 -0.5 -0.6
H 7.743 0.072 -2.893 0.0 -0.1 0.5
H 8.182 1.602 -3.584 0.0 0.1 -0.2
H 7.331 2.891 -1.707 0.0 0.0 0.2
H 7.026 1.420 -0.741 0.2 0.0 0.0
H 8.708 1.825 -1.351 -0.1 0.1 0.7
H 6.334 -0.922 -6.597 0.1 -0.4 -0.3
H 6.204 -2.508 -5.741 0.8 0.3 0.4
H 4.496 -2.238 -7.376 -0.4 -0.4 0.2
H 3.817 -2.372 -5.635 0.2 -0.7 -0.3
H 3.821 -0.895 -6.437 0.0 0.2 -0.4
C 9.250 -3.137 1.300 0.1 -0.1 0.6
C 9.722 -4.488 1.800 -0.4 -0.1 0.7
O 10.841 -5.024 1.111 2.0 -0.1 -1.2
P 12.317 -4.370 1.261 -0.7 -0.2 0.2
O 12.544 -3.808 2.603 0.2 0.2 -0.5
O 13.315 -5.615 0.914 -1.2 1.5 -0.1
C 14.724 -5.400 1.034 1.7 -1.1 -0.7
C 15.454 -5.537 -0.313 -0.4 0.4 -0.6
O 12.402 -3.277 0.051 -0.8 -2.9 1.1
C 13.380 -2.255 0.020 0.3 -0.4 -1.1
C 13.973 -2.211 -1.428 -0.1 1.2 0.8
H 9.981 -2.413 1.662 -0.2 0.4 -0.2
H 9.080 -3.009 0.231 0.4 -0.4 0.0
H 8.280 -2.971 1.768 0.1 0.3 0.2
H 9.985 -4.483 2.858 0.1 0.7 0.1
H 8.909 -5.214 1.817 0.2 -0.3 -0.8
H 15.043 -4.494 1.550 -0.6 0.1 0.1
H 15.145 -6.243 1.582 -0.5 0.1 0.6
H 15.405 -4.643 -0.933 -0.2 0.0 0.1
H 16.515 -5.775 -0.235 0.0 0.1 0.6
H 15.032 -6.357 -0.894 -0.2 0.0 0.1
H 12.757 -1.421 0.343 0.9 0.8 -0.4
H 14.183 -2.424 0.738 -0.1 0.0 0.1
H 14.399 -3.114 -1.867 -0.4 -0.3 0.7
H 13.261 -1.815 -2.152 -0.1 0.0 0.1
H 14.816 -1.522 -1.372 0.0 0.3 -0.2
C -0.080 3.027 -0.680 -1.4 0.3 -0.2
N 0.251 1.620 -0.864 1.8 1.7 1.9
C 1.488 1.238 -0.166 0.7 0.4 -0.4
C -0.374 0.799 -1.676 -0.4 -1.6 -1.0
O -1.230 1.054 -2.494 -0.5 0.5 -0.1
H -0.469 3.154 0.331 0.3 0.2 0.2
H -0.903 3.360 -1.312 -0.1 -0.6 -0.3
H 0.682 3.777 -0.891 0.6 -0.6 0.2
H 1.557 1.458 0.900 -0.9 0.0 0.2
H 1.830 0.212 -0.302 -0.6 -0.1 -0.2
H 2.284 1.865 -0.566 0.2 0.0 -0.3
H -0.028 -0.238 -1.545 0.2 -0.1 0.0
C 2.987 -5.865 5.191 0.5 0.2 0.6
N 2.346 -4.766 4.464 1.2 -0.9 2.0
C 2.206 -3.536 5.236 -1.1 1.0 -0.7
C 1.939 -4.936 3.203 -2.2 3.0 -1.4
O 1.434 -3.995 2.519 1.4 -2.7 1.4
H 3.998 -5.620 5.515 0.3 0.4 -0.5
H 3.081 -6.801 4.639 -0.4 0.2 -0.2
H 2.540 -6.043 6.169 -0.7 -0.1 -0.2
H 3.076 -2.893 5.364 0.5 -0.4 -0.4
H 1.458 -2.932 4.721 0.1 0.1 -0.2
H 1.791 -3.636 6.239 0.1 -0.9 0.0
H 1.951 -5.993 2.896 0.3 0.2 -0.3
Cl -7.013 6.193 -4.949 -0.1 0.2 0.1
C -6.592 4.564 -5.467 0.3 -1.1 -1.0
C -5.070 4.295 -5.530 -0.1 0.2 1.7
Cl -4.135 5.673 -6.094 0.3 0.4 -0.6
H -7.035 4.347 -6.439 -0.1 0.5 -0.1
H -7.095 3.887 -4.778 0.4 -0.1 0.1
H -4.692 3.422 -6.062 -0.8 0.0 -0.2
H -4.740 4.174 -4.498 0.0 -0.1 0.0
Cl -1.951 -3.362 -8.900 0.0 -0.2 -0.1
C -2.650 -2.476 -7.528 -0.1 -0.2 0.4
C -3.917 -3.150 -6.975 0.3 -0.4 -0.3
Cl -3.513 -4.818 -6.363 -0.1 0.7 0.0
H -2.764 -1.465 -7.919 -0.6 0.0 0.3
H -1.900 -2.452 -6.737 0.0 0.0 -0.1
H -4.692 -3.327 -7.721 0.2 0.2 -0.1
H -4.343 -2.594 -6.140 0.2 0.0 0.0
Cl -0.454 5.707 4.403 -0.4 0.1 -0.6
C -2.023 6.622 4.390 -0.2 -1.3 0.0
C -1.891 8.016 3.876 0.7 0.6 0.3
Cl -1.785 8.183 2.052 -0.2 -0.3 1.2
H -2.303 6.459 5.431 -0.2 1.1 0.0
H -2.821 6.119 3.843 0.5 -0.5 -0.3
H -0.958 8.422 4.266 -0.2 0.3 -0.2
H -2.728 8.605 4.251 0.0 0.1 -0.4
```
Positions in Å, forces in eV/Å.

Output
highest occupied orbital energy = -9.5046 eV
structure (SMILES) = CCOP(=O)(OCC)OCC.CCOP(=O)(OCC)OCC.CCOP(=O)(OCC)OCC.CCOP(=O)(OCC)OCC.CN(C)C=O.CN(C)C=O.ClCCCl.ClCCCl.ClCCCl
calculated total energy = -190859.1182 eV
multiplicity = 1



Looking at Kohn-Sham gap for the records above, in order, we have 9.63; 9.64 eV.